This record from OMol25 describes 11 unconnected molecules or ions with the total composition C34H57BN3O18S3 in a non-equilibrium geometry. The level of theory is wB97M-V/def2-TZVPD.

Computed properties:
- highest occupied orbital energy (spin up / spin down) (eV) = 0.0 / -3.6
- total charge = -2
- spin multiplicity = 2

The geometry in XYZ format:
```
116
Properties=species:S:1:pos:R:3:forces:R:3
O 0.1221 -3.4939 -0.2575 0.41 3.11 0.51
C 0.0551 -2.2243 -0.0070 -2.16 -1.82 0.98
O 0.9073 -1.2564 -0.4347 1.03 1.71 -1.58
B 0.2185 0.0769 -0.3021 0.08 -3.23 1.33
O -0.7435 -0.1980 0.7416 -0.78 2.26 0.51
C -0.9676 -1.5154 0.8059 1.51 -4.24 -1.18
O -1.7937 -2.1416 1.5103 -0.78 1.23 0.37
O -0.4524 0.4939 -1.5578 -0.86 0.13 -1.09
C -0.1019 1.6839 -1.8950 -0.01 2.30 -1.69
O -0.5318 2.4177 -2.8018 0.49 -1.68 1.55
C 1.0438 2.1496 -0.9478 -0.53 -1.14 0.51
O 1.0928 1.1802 0.0021 1.53 2.31 -0.56
O 1.7106 3.1473 -1.0763 -0.24 -0.82 0.50
C -3.0075 -0.0075 3.6271 -0.30 -0.08 -0.79
C -4.2127 0.8437 3.3801 -4.16 -1.17 0.18
O -5.1050 0.5849 2.5217 3.19 0.85 1.65
C -4.6606 1.8151 4.5074 0.80 0.16 -1.42
H -3.1887 -0.9912 3.1939 0.39 0.21 -0.44
H -2.7574 -0.1701 4.6755 -0.10 0.57 0.08
H -2.1987 0.5010 3.1022 0.46 -0.39 -0.01
H -5.6433 1.4444 4.7990 0.23 0.04 0.43
H -4.8105 2.7993 4.0636 -0.07 0.09 0.00
H -3.9030 1.9163 5.2845 -0.34 -0.19 0.20
C -0.4962 6.0659 -1.9874 -0.61 -1.14 -0.52
C -1.9785 6.3030 -1.8978 -1.16 0.02 0.60
O -2.4403 7.4089 -1.7388 0.15 0.54 -0.16
C -2.9621 5.1188 -1.8968 0.76 0.27 0.10
H -0.1477 6.6675 -2.8269 0.35 0.04 0.24
H -0.4086 5.0014 -2.2047 0.59 -0.05 -0.23
H 0.0444 6.2351 -1.0561 -0.18 0.39 -0.08
H -3.1953 4.6989 -2.8753 0.32 0.16 -0.21
H -3.8946 5.4743 -1.4586 0.14 -0.16 0.14
H -2.4798 4.3260 -1.3250 -0.30 -0.07 0.08
C -3.1952 -3.7558 4.3991 -0.98 0.49 -0.12
C -1.8876 -4.3418 4.6372 1.34 1.44 -1.96
O -1.7978 -5.4110 5.1338 0.36 -2.80 1.78
C -0.6604 -3.7152 4.0232 0.15 1.07 0.82
H -3.2347 -3.4159 3.3642 -0.17 -0.04 -0.15
H -3.3484 -2.8717 5.0181 -0.16 -0.01 0.12
H -3.8736 -4.5755 4.6355 -0.53 0.49 -0.11
H -0.4554 -4.2071 3.0723 0.15 0.03 0.06
H 0.1358 -3.7839 4.7644 0.31 -0.56 -0.25
H -0.7417 -2.6449 3.8338 -0.40 -0.08 -0.36
C -2.5975 -0.8445 -5.2379 -1.89 -1.51 0.07
C -3.1851 -1.8349 -4.2068 -4.56 1.37 1.92
O -4.4482 -1.9081 -3.9304 4.73 0.37 -1.82
C -2.2283 -2.5627 -3.3543 0.02 -0.44 -0.81
H -2.1567 0.0204 -4.7422 0.32 -0.24 -0.13
H -3.4571 -0.5663 -5.8477 0.10 0.46 -0.01
H -1.9604 -1.4487 -5.8837 0.60 0.49 0.12
H -2.7640 -3.4065 -2.9194 0.48 0.02 0.22
H -1.7974 -1.8976 -2.6060 -0.01 -0.01 0.19
H -1.4243 -2.8435 -4.0346 0.34 -0.48 0.44
C -4.8811 -2.0366 0.0567 -0.51 0.46 0.78
C -6.2434 -1.5155 -0.1124 2.82 -0.16 -0.23
N -7.2731 -1.0948 -0.3143 -2.37 0.76 -0.26
H -5.0951 -3.0155 0.4859 0.99 -0.34 -0.39
H -4.3111 -1.4542 0.7806 -0.31 0.01 0.42
H -4.2462 -1.9471 -0.8247 -0.53 -0.72 -0.31
C 0.6974 2.4076 2.8992 -0.51 -0.89 1.24
C 0.7130 2.5828 4.3954 -0.10 0.83 -4.15
N 0.7777 2.7947 5.5030 0.07 0.18 2.64
H -0.1576 1.7532 2.7295 0.49 -0.85 -0.23
H 1.6663 1.9784 2.6440 -0.38 -0.21 -0.35
H 0.3916 3.1832 2.1971 0.53 0.85 0.89
C -3.4542 1.7959 -0.4176 0.02 0.97 -0.38
C -2.5215 2.6208 0.5153 -0.78 -1.46 -0.47
N -1.8046 3.2053 1.2193 -1.21 -0.67 -1.19
H -3.0560 0.9424 -0.9663 1.06 0.09 0.67
H -3.8135 2.4162 -1.2387 0.45 0.64 0.04
H -4.4190 1.4245 -0.0723 0.35 0.21 1.37
C 4.6740 0.7295 -0.7025 -0.92 -0.43 -0.61
C 4.6002 0.1596 0.7218 -0.36 0.74 1.55
C 4.7637 -1.3950 0.8108 0.28 0.82 -2.59
S 4.6456 -1.8127 -1.0663 -2.14 -0.27 1.15
O 3.7243 -2.9001 -1.2493 0.21 -0.16 0.03
O 5.9356 -1.9066 -1.6714 1.45 0.18 -0.16
C 3.8743 -0.2493 -1.5868 1.84 -0.93 0.31
H 5.7250 0.8201 -0.9767 0.00 -0.45 -0.46
H 4.2521 1.7066 -0.9382 -0.17 0.27 1.07
H 3.6771 0.4598 1.2175 -0.46 -0.29 -0.42
H 5.3064 0.7056 1.3474 0.53 -0.35 0.00
H 3.9691 -1.9622 1.2956 -0.02 0.33 -0.12
H 5.7513 -1.7338 1.1238 -0.08 0.10 -0.01
H 2.8131 -0.4077 -1.3949 -0.02 0.43 0.21
H 4.1171 -0.1369 -2.6434 -0.20 -0.13 -0.02
C 3.3029 4.7280 -3.5729 0.75 1.74 0.22
C 2.1202 4.9001 -4.5380 0.57 -0.14 -0.63
C 2.0365 6.3614 -5.0300 0.44 -0.20 1.21
S 3.7689 6.9657 -5.0704 1.07 -0.50 -1.45
O 3.8394 8.1996 -4.2767 0.12 -1.59 -0.69
O 4.2865 6.9648 -6.4612 -0.78 0.28 1.88
C 4.5582 5.4272 -4.2538 -1.49 -0.34 -0.46
H 3.4421 3.7066 -3.2185 0.18 0.05 -0.36
H 3.0670 5.3189 -2.6879 -0.01 -0.10 0.29
H 1.1945 4.5318 -4.0958 -0.01 0.15 0.02
H 2.3295 4.3056 -5.4273 -0.14 -0.28 -0.07
H 1.6173 7.0203 -4.2696 -0.22 -0.07 -0.01
H 1.4809 6.4703 -5.9615 0.51 0.14 -0.08
H 5.4973 5.6398 -3.7430 -0.61 0.50 0.76
H 4.9198 4.7874 -5.0589 -0.43 0.26 -0.55
C 1.1501 -7.6003 2.2664 0.41 -0.13 0.97
C 1.5837 -6.2334 1.7937 0.64 0.24 -0.80
C 2.4329 -5.6104 2.8639 -0.14 0.49 1.01
S 3.5579 -6.8787 3.3811 0.11 0.12 1.18
O 3.6685 -6.8310 4.8616 0.37 -0.18 -2.16
O 4.7396 -6.9114 2.5224 -0.73 -0.10 0.86
C 2.4201 -8.2052 2.9641 -0.56 -1.12 -0.27
H 0.7921 -8.2082 1.4355 0.22 -0.09 0.07
H 0.3083 -7.4742 2.9473 0.11 -0.20 0.31
H 0.7468 -5.5955 1.5093 0.24 0.08 -0.33
H 2.2929 -6.3912 0.9811 -0.43 0.27 -0.68
H 1.8491 -5.4442 3.7692 -0.05 0.28 0.06
H 2.9920 -4.7103 2.6081 -0.12 -0.10 -0.18
H 2.2854 -8.7504 3.8983 -0.46 0.24 0.07
H 2.8861 -8.9422 2.3101 0.35 0.36 -0.20
```
Forces are in eV/Å.